This record from the Open Molecules 2025 dataset describes 2 unconnected molecules or ions with the total composition F2HISi in a non-equilibrium geometry. The level of theory is ωB97M-V/def2-TZVPD.

Results
HOMO-LUMO gap (alpha / beta) in eV: 8.81 / 8.08
F_max in eV/Å: 1.6
Total charge: 0
Lowest unoccupied orbital energy (alpha / beta) in eV: -0.40 / -2.37

Atoms and positions in Å:
I 1.73755 1.46963 -3.58803
Si 0.80794 2.36808 -1.44865
F -0.28633 3.44458 -1.83134
F 1.65937 3.41036 -0.63331
H 0.43949 -0.76157 -0.22894